No. 1
The following is a DFT calculation (wB97M-V/def2-TZVPD) of 20 unconnected molecules or ions with the total composition C41H111FIN2O21.

Output
Kohn-Sham gap ... 7.966 eV
Maximum force ... 3.3 eV Å⁻¹
E_tot ... -3714.94077 Eh
Total charge ... +1

Each line ends with the Mulliken charge.
Geometry (Å):
C -0.7021 -4.6857 0.3449  0.066
C 0.2073 -4.0635 -0.1316  -1.554
C 1.3170 -3.2762 -0.7133  1.004
C 2.7121 -3.8493 -0.3504  -0.492
C 3.5022 -4.3023 -1.6126  -1.370
C 3.9724 -3.0929 -2.3747  0.635
C 5.0918 -2.3827 -2.0809  -0.211
I 6.4570 -2.7192 -0.5463  0.238
N 5.1334 -1.3354 -2.9920  0.423
F 6.0588 -0.3900 -3.0423  -0.223
C 4.0701 -1.4076 -3.7856  0.157
C 3.8166 -0.3591 -4.8365  -1.010
C 3.0651 0.7571 -4.0521  0.158
C 1.8822 1.4403 -4.8906  -1.019
O 1.8243 0.4565 -3.6349  -0.147
N 3.3440 -2.4651 -3.4677  0.539
C 2.0899 -2.8522 -4.1456  -0.224
C 2.0495 -4.3232 -4.6084  -1.240
C 0.8864 -5.1330 -4.0039  -1.146
C -0.3893 -4.3067 -3.8168  0.788
C -1.0075 -3.7502 -5.1214  0.021
C -2.4883 -3.4082 -4.8151  -1.272
C -2.6775 -1.9309 -4.4297  -1.172
C -1.8818 -1.5154 -3.1869  0.014
C -2.3265 -2.1756 -1.8771  -0.156
C -1.5813 -1.4838 -0.7255  -0.307
O -2.1308 -0.1873 -0.5121  -0.241
C -1.1137 0.7905 -0.4107  -0.358
H -1.5557 -5.3024 0.5039  0.576
H 1.1680 -2.2414 -0.3983  0.438
H 1.1591 -3.3136 -1.7924  -0.489
H 2.5677 -4.6855 0.3294  0.700
H 3.2830 -3.0505 0.1257  0.049
H 4.3775 -4.8559 -1.2773  0.668
H 2.8482 -4.9262 -2.2154  -0.137
H 4.7356 0.0797 -5.2153  0.510
H 3.1240 -0.6803 -5.6021  0.338
H 3.6540 1.4123 -3.4122  0.510
H 2.3046 2.4442 -4.5513  0.243
H 0.8585 1.7720 -4.6629  0.456
H 2.0695 -2.2375 -5.0422  0.334
H 1.2379 -2.5390 -3.5508  0.073
H 2.9899 -4.8383 -4.3995  0.507
H 1.9441 -4.3265 -5.6933  0.407
H 1.1177 -5.6290 -3.0559  0.396
H 0.6612 -5.9431 -4.7043  0.597
H -1.1265 -4.9655 -3.3494  0.675
H -0.2355 -3.5065 -3.0878  -1.623
H -0.4637 -2.8616 -5.4368  0.135
H -0.9453 -4.5434 -5.8711  0.545
H -3.0524 -3.5840 -5.7386  0.456
H -2.9081 -4.0908 -4.0741  0.481
H -2.3699 -1.3343 -5.2861  0.384
H -3.7364 -1.7560 -4.2196  0.409
H -2.0346 -0.4387 -3.0526  0.637
H -0.7982 -1.6508 -3.2980  -0.395
H -2.1237 -3.2482 -1.8446  0.062
H -3.3827 -2.0020 -1.6810  0.670
H -0.5139 -1.3792 -0.9602  -0.246
H -1.6720 -2.0567 0.2050  0.425
H -0.4880 0.6171 0.4747  0.298
H -1.5713 1.7791 -0.3621  0.162
H -0.4559 0.7970 -1.2926  -0.043
C -0.7988 -0.2874 -7.7998  -0.480
O -1.2707 -1.5417 -7.2987  -0.368
H -0.2800 0.2246 -6.9904  0.090
H -0.1046 -0.4460 -8.6281  0.285
H -1.6338 0.3229 -8.1374  0.280
H -1.7255 -1.9832 -8.0214  0.200
C -0.2942 5.0430 -0.1730  -0.534
O -1.2538 4.0046 0.0231  -0.333
H 0.6975 4.5943 -0.1778  0.246
H -0.4642 5.5434 -1.1314  0.274
H -0.3441 5.7788 0.6303  0.138
H -2.1280 4.4070 0.0298  0.169
C -3.5771 3.8298 2.5450  -0.472
O -3.8138 3.4349 1.1933  -0.538
H -3.2979 4.8811 2.5485  0.400
H -4.4743 3.7001 3.1511  0.193
H -2.7604 3.2419 2.9721  0.362
H -4.0547 2.5044 1.1967  0.233
C 1.1779 -1.8519 2.9209  0.240
O 0.9351 -3.1768 3.3906  -0.601
H 1.4639 -1.2331 3.7610  0.082
H 1.9934 -1.8542 2.1861  -0.109
H 0.2728 -1.4388 2.4668  0.108
H 0.6775 -3.7143 2.6347  0.265
C 8.8988 -1.0714 -4.7700  -0.298
O 9.5884 -1.4818 -5.9405  -0.523
H 9.4387 -0.2344 -4.3352  0.275
H 7.8825 -0.7495 -5.0235  0.038
H 8.8529 -1.8878 -4.0414  0.229
H 9.1117 -2.2217 -6.3246  0.289
C 1.3194 2.4593 3.9126  -0.406
O 1.2904 1.0638 4.2225  -0.338
H 1.3959 2.5725 2.8336  0.125
H 0.4011 2.9363 4.2594  0.214
H 2.1837 2.9337 4.3856  0.149
H 1.2224 0.9888 5.1779  0.216
C -4.2875 -3.2275 1.1415  -0.690
O -4.5524 -3.6280 -0.2105  -0.515
H -3.9816 -2.1817 1.1346  0.250
H -5.1838 -3.3377 1.7507  0.433
H -3.4827 -3.8337 1.5650  0.311
H -4.8217 -4.5496 -0.1856  0.268
C -3.6029 -0.4226 -10.9603  -0.518
O -2.5476 0.3550 -10.3952  -0.451
H -3.7821 -1.2706 -10.3037  0.187
H -4.5195 0.1659 -11.0363  0.265
H -3.3244 -0.7920 -11.9499  0.270
H -2.3957 1.1024 -10.9793  0.275
C 0.4981 9.0758 1.7905  -0.578
O 0.1398 7.7144 2.0151  -0.416
H 0.4416 9.2630 0.7213  0.224
H -0.1916 9.7486 2.3059  0.252
H 1.5180 9.2690 2.1321  0.262
H 0.1915 7.5523 2.9607  0.250
C 4.0794 1.6829 6.2356  -0.240
O 4.4187 3.0548 6.4599  -0.529
H 3.9348 1.5321 5.1686  -0.117
H 4.8854 1.0329 6.5832  0.320
H 3.1527 1.4379 6.7626  0.310
H 4.5426 3.1707 7.4056  0.290
C -7.0697 4.6988 3.8361  -0.644
O -6.2101 4.1677 4.8469  -0.442
H -6.9187 4.1208 2.9279  0.260
H -8.1157 4.6204 4.1400  0.289
H -6.8267 5.7446 3.6375  0.282
H -6.3490 4.6854 5.6445  0.246
C -4.5929 0.5567 5.5229  -0.205
O -4.7770 1.8871 5.9818  -0.514
H -3.8690 0.0701 6.1734  0.318
H -5.5342 0.0008 5.5614  -0.043
H -4.2098 0.5505 4.4968  0.208
H -5.4175 2.3114 5.3979  0.267
C -7.0677 -0.8422 -0.2891  -0.734
O -5.7321 -0.7888 -0.7710  -0.472
H -7.5728 0.0692 -0.6007  0.256
H -7.5983 -1.7022 -0.7076  0.263
H -7.0857 -0.9012 0.8039  0.254
H -5.2957 -1.5998 -0.4898  0.235
C 5.1295 1.7576 2.4346  -0.270
O 4.8895 0.4415 2.9334  -0.444
H 5.4136 2.3962 3.2673  0.048
H 5.9398 1.7335 1.7044  0.214
H 4.2200 2.1536 1.9714  0.272
H 4.6396 -0.0999 2.1831  0.217
C 9.3028 1.5158 1.7018  -0.453
O 8.1465 1.3839 0.8710  -0.454
H 9.1053 2.3016 2.4254  0.106
H 9.5033 0.5839 2.2345  0.274
H 10.1761 1.7887 1.1049  0.283
H 8.3305 0.6884 0.2357  0.243
C 8.0841 3.8969 5.3875  -0.562
O 7.4116 2.6565 5.5630  -0.475
H 9.1435 3.7329 5.5710  0.234
H 7.9536 4.2703 4.3671  0.230
H 7.7127 4.6431 6.0948  0.266
H 6.4745 2.8129 5.4031  0.263
C -4.7918 -3.0020 4.9508  -0.124
O -5.5268 -3.8551 4.0737  -0.487
H -4.0729 -2.4372 4.3600  0.191
H -5.4681 -2.3088 5.4517  -0.120
H -4.2572 -3.5990 5.6924  0.329
H -6.1537 -4.3471 4.6111  0.277
C -2.1317 5.0746 5.3845  -0.647
O -1.4420 4.6488 4.2110  -0.347
H -1.5805 5.9086 5.8111  0.278
H -3.1449 5.4039 5.1405  0.217
H -2.1819 4.2675 6.1195  0.290
H -1.9360 3.9127 3.8394  0.032
C -8.1906 -2.1595 6.4313  -0.562
O -7.3189 -2.7075 7.4189  -0.493
H -8.0905 -2.7466 5.5211  0.201
H -9.2258 -2.2048 6.7772  0.325
H -7.9164 -1.1218 6.2221  0.209
H -7.4220 -2.1743 8.2112  0.294

No. 2
The following is a DFT calculation (wB97M-V/def2-TZVPD) of a molecular structure, C41H112FeN7O15.

Output
Kohn-Sham gap (alpha / beta) ... 8.134 / 6.017 eV
Maximum force ... 1.9 eV Å⁻¹
E_tot ... -4404.43549 Eh
Total charge ... +1
Multiplicity ... 5

Each line ends with the Mulliken charge.
Geometry (Å):
Fe 2.9539 -2.0027 1.1550  0.092
C 0.3575 0.3239 -2.3650  -1.177
C -0.1274 0.4240 -0.9250  1.463
C -1.6145 0.8320 -0.9172  -0.556
C -2.5573 -0.3216 -1.2847  -0.990
C -2.3100 -1.4379 -0.2947  -0.631
C -0.8694 -1.9502 -0.2707  2.409
N 0.0433 -0.8182 -0.1532  0.088
O 1.2686 -1.0969 0.1716  2.145
C -0.5877 -2.8015 -1.5121  -0.504
C -0.7778 -2.8572 0.9649  -1.816
C 0.6084 1.5391 -0.1991  -0.318
H -0.2548 -0.3159 -2.9979  0.280
H 1.3673 -0.0977 -2.4157  -0.148
H 0.4924 1.3309 -2.7630  0.125
H -1.7673 1.6494 -1.6236  -0.002
H -1.8776 1.1469 0.0935  0.010
H -2.3977 -0.6161 -2.3229  0.239
H -3.5836 0.0223 -1.1466  0.594
H -2.9461 -2.2992 -0.5452  -0.109
H -2.6438 -1.1942 0.7176  0.177
H 0.4708 -2.6695 -1.7373  -0.058
H -1.1513 -2.5456 -2.4105  -0.383
H -0.8184 -3.8470 -1.3167  -0.492
H 0.2360 -3.2621 1.0249  0.151
H -1.5000 -3.6665 0.8780  0.085
H -0.9722 -2.3109 1.8888  0.184
H 0.4297 2.4951 -0.6892  0.272
H 1.6735 1.2965 -0.1714  -0.283
H 0.3145 1.6556 0.8459  -0.233
C 1.7880 4.5205 -3.8570  -0.068
O 1.0873 4.8022 -5.0348  -0.647
H 1.5658 3.4982 -3.4989  -0.029
H 2.8612 4.6134 -4.0149  0.316
H 1.5651 5.1440 -2.9816  0.013
H 0.1683 5.0444 -4.8495  0.401
C -0.3368 -5.9699 -3.3160  0.638
O 0.1921 -5.5806 -4.5668  -0.584
H 0.1112 -5.2996 -2.5697  -0.412
H -1.4076 -5.8003 -3.1756  -0.442
H -0.0950 -6.9942 -3.0356  0.473
H -0.5475 -5.3013 -5.1151  0.307
C -1.6521 0.9967 3.0257  -0.107
O -1.8741 1.4644 4.3393  -0.691
H -0.5945 0.7689 2.8278  -0.131
H -2.2619 0.1305 2.7560  0.277
H -1.9168 1.8112 2.3462  0.223
H -2.0190 0.6831 4.8881  0.483
C -4.6418 -4.6147 0.5849  -0.245
O -5.5259 -4.8651 -0.5130  -0.553
H -4.7585 -5.4752 1.2442  0.384
H -3.6203 -4.6250 0.2047  -0.190
H -4.8062 -3.6592 1.0857  0.344
H -6.3937 -5.0352 -0.1357  0.267
C 0.2738 -0.0803 7.0319  -1.803
C -0.7286 -0.9158 6.2428  2.529
C -0.6420 -2.4128 6.5229  -0.992
O -1.6923 -3.1190 5.9449  -0.406
C -1.6996 -3.1298 4.5548  -0.419
N -2.0961 -0.4575 6.6344  -0.692
H 0.0301 -0.0228 8.0978  0.439
H 0.2408 0.9214 6.6024  0.352
H 1.2999 -0.4579 7.1238  0.380
H -0.6175 -0.7398 5.1704  -1.328
H -0.7516 -2.5441 7.6015  0.378
H 0.3302 -2.8148 6.2046  0.350
H -1.9544 -2.1543 4.1174  0.134
H -2.4932 -3.7652 4.1599  0.271
H -0.7357 -3.5282 4.2112  0.322
H -2.4623 -1.0805 7.3449  0.292
H -2.0087 0.4532 7.0728  0.216
C 2.1587 0.4783 3.9899  -2.229
C 2.9896 0.7760 2.7547  2.720
C 3.8388 2.0301 2.9296  -0.730
O 4.9180 1.9648 2.0213  -0.301
C 5.8042 3.0519 2.1755  -1.033
N 3.7878 -0.4198 2.3587  -0.376
H 1.6067 -0.4643 3.9484  0.291
H 1.4929 1.2904 4.2775  0.423
H 2.8326 0.2877 4.8419  0.591
H 2.2275 0.9446 1.9902  -1.838
H 4.2039 2.0961 3.9627  0.393
H 3.2329 2.9075 2.6820  0.526
H 6.4262 3.3086 1.3156  0.283
H 6.5136 2.8103 2.9739  0.328
H 5.2670 3.9827 2.3800  0.429
H 4.6786 0.0047 2.0727  0.199
H 4.1198 -0.8367 3.2360  0.346
C 3.0480 -4.3742 -2.5866  -1.641
C 3.5927 -3.5425 -1.4163  0.783
C 3.7787 -2.0844 -1.7774  -0.933
O 4.0275 -1.3112 -0.6267  -0.315
C 4.3659 0.0249 -0.9956  -0.674
N 2.7376 -3.7261 -0.2098  -0.698
H 2.0440 -4.0974 -2.8980  0.325
H 3.0378 -5.4222 -2.2619  0.429
H 3.7584 -4.4677 -3.4113  0.443
H 4.5455 -4.0398 -1.2095  0.587
H 2.8548 -1.7518 -2.2694  0.079
H 4.5875 -2.0402 -2.5100  0.617
H 4.7421 0.5556 -0.1276  -0.017
H 3.4983 0.5053 -1.4585  0.182
H 5.1440 0.0399 -1.7668  0.571
H 1.8209 -3.4021 -0.5342  -0.105
H 2.4857 -4.7006 -0.0570  0.352
C -4.4374 -7.6723 -4.7488  -1.545
C -4.1052 -6.6332 -3.6674  1.320
C -4.1923 -5.2080 -4.1481  -0.648
O -3.1806 -4.9857 -5.1292  -0.347
C -2.7493 -3.6611 -5.1941  -0.291
N -4.8956 -6.8756 -2.4326  -0.629
H -5.0542 -7.2072 -5.5230  0.319
H -4.9534 -8.5162 -4.2942  0.486
H -3.5741 -8.0865 -5.2689  0.312
H -3.0751 -6.8617 -3.3733  -0.224
H -4.0755 -4.4781 -3.3347  0.239
H -5.1665 -5.0159 -4.6226  0.467
H -3.6093 -2.9793 -5.2921  0.410
H -2.0988 -3.5016 -6.0501  0.343
H -2.2296 -3.3383 -4.2768  -0.143
H -4.7969 -5.9779 -1.9530  -0.002
H -5.9036 -6.9279 -2.5593  0.265
C 3.4485 7.4477 -2.5701  -1.061
C 4.6673 7.1759 -1.6592  0.531
C 4.8525 5.6956 -1.4380  -0.797
O 3.6219 5.1265 -1.0229  -0.090
C 3.6544 3.7934 -0.5817  -0.428
N 5.8879 7.7064 -2.2780  -0.705
H 3.4092 8.4843 -2.8997  0.445
H 2.4904 7.1890 -2.1196  0.148
H 3.5961 6.7939 -3.4353  0.215
H 4.4427 7.6785 -0.7137  0.169
H 5.6714 5.5217 -0.7298  0.165
H 5.0547 5.1746 -2.3892  0.402
H 2.6733 3.3505 -0.7381  -0.115
H 3.9219 3.7917 0.4776  0.135
H 4.3755 3.1925 -1.1549  0.456
H 6.1458 7.0692 -3.0217  0.263
H 5.7361 8.6314 -2.6520  0.284
C -2.1594 8.5489 1.9197  -1.352
C -1.8399 7.4608 2.9412  0.522
C -2.1214 6.0611 2.4201  -0.783
O -1.3187 5.6075 1.3269  -0.086
C -0.0784 5.0301 1.6044  -0.373
N -0.4376 7.6020 3.4159  -0.633
H -1.9197 9.5456 2.2949  0.395
H -3.2164 8.5586 1.6461  0.369
H -1.5201 8.4105 1.0435  0.258
H -2.4865 7.5863 3.8170  0.246
H -3.1333 6.0758 2.0155  0.377
H -2.0197 5.3325 3.2323  0.288
H 0.2353 4.4550 0.7304  -0.277
H -0.1411 4.3800 2.4853  0.373
H 0.7349 5.7490 1.7491  0.207
H -0.2129 8.5781 3.5633  0.306
H 0.1160 7.2889 2.6316  0.178
C -1.2746 -7.5230 -0.1296  0.323
C -2.5409 -7.6471 0.6639  -0.540
O -2.4722 -6.9828 1.9314  -0.486
O -0.1666 -8.1493 0.4802  -0.590
H -1.1344 -6.4685 -0.4024  -0.398
H -1.4765 -8.1198 -1.0221  0.282
H -2.7342 -8.7208 0.8185  0.433
H -3.4315 -7.4016 0.0651  0.306
H -3.1935 -7.3989 2.4131  0.287
H 0.1116 -7.6276 1.2391  0.347
C -1.7916 4.7590 -2.9826  0.267
C -2.6373 5.7002 -2.1593  -0.322
O -4.0239 5.5719 -2.4204  -0.560
O -1.6835 5.1778 -4.3370  -0.608
H -2.2775 3.7785 -2.9151  0.319
H -0.8152 4.6535 -2.5021  -0.184
H -2.3157 6.7449 -2.2523  0.350
H -2.4909 5.4866 -1.0959  0.062
H -4.2004 5.9281 -3.2969  0.311
H -2.2919 4.6791 -4.8880  0.357